Entry 1:
Here is a cluster of 2 separate species, C2H6N2O in total from the Open Molecules 2025 dataset. Energies are from ωB97M-V with the def2-TZVPD basis set.

Structure (ORCA input):
```
! wB97M-V def2-TZVPD RIJCOSX def2/J DEFGRID3
* xyz 0 3
C -2.234 0.286 -0.361
C 0.193 -0.982 0.718
N 1.885 0.594 -0.012
N 0.857 -0.368 -0.234
O -1.753 -0.042 0.648
H -3.286 0.142 -0.541
H -1.574 0.729 -1.200
H 0.615 -0.762 1.773
H 2.673 0.408 -0.577
H 2.096 0.382 0.925
H 0.527 -0.388 -1.141
*
```

## Properties
- Energy: -264.27677 Ha
- ⟨S²⟩: 2.013
- Maximum force: 0.091 hartree/bohr
- Gap between HOMO and LUMO (alpha / beta): 6.0 / 8.7 eV


Entry 2:
Here is a cluster of 2 separate species, C2H6N2O in total from the Open Molecules 2025 dataset. Energies are from ωB97M-V with the def2-TZVPD basis set.

Structure (ORCA input):
```
! wB97M-V def2-TZVPD RIJCOSX def2/J DEFGRID3
* xyz 1 2
O -1.147 -1.196 -1.258
C -1.609 -1.492 -2.351
H -1.489 -2.425 -2.896
H -2.138 -0.651 -2.737
N 0.657 -0.133 1.036
C 1.184 0.996 1.538
N 0.576 2.131 1.357
H 0.620 -0.997 1.557
H 0.001 -0.103 0.238
H 2.186 0.899 2.138
H 1.161 2.972 1.378
*
```

## Properties
- Energy: -264.17340 Ha
- ⟨S²⟩: 0.773
- Maximum force: 0.050 hartree/bohr
- Gap between HOMO and LUMO (alpha / beta): 9.3 / 5.1 eV


Entry 3:
Here is a structure of composition C2H6N2O2 from the Open Molecules 2025 dataset. Energies are from ωB97M-V with the def2-TZVPD basis set.

Structure (ORCA input):
```
! wB97M-V def2-TZVPD RIJCOSX def2/J DEFGRID3
* xyz 0 1
C 1.923 -0.618 -0.258
C -1.813 0.507 0.198
N 0.487 -0.429 0.132
N 0.052 0.714 0.148
O 0.476 1.866 0.176
O -2.257 -0.616 -0.350
H 2.371 0.415 -0.418
H 1.947 -1.173 -1.232
H 2.596 -1.309 0.447
H -2.137 1.453 -0.265
H -1.910 0.624 1.329
H -1.736 -1.434 0.093
*
```

## Properties
- Energy: -339.64242 Ha
- Maximum force: 0.094 hartree/bohr
- Gap between HOMO and LUMO: 10.0 eV


Entry 4:
Here is the molecule C2H6N2O2 from the Open Molecules 2025 dataset. Energies are from ωB97M-V with the def2-TZVPD basis set.

Structure (ORCA input):
```
! wB97M-V def2-TZVPD RIJCOSX def2/J DEFGRID3
* xyz 0 1
C -1.048 -1.700 0.293
C -0.248 -0.676 0.032
N 1.901 -0.425 0.628
N -0.208 1.762 -0.188
O 1.020 -0.789 -0.498
O -0.600 0.500 0.490
H -2.106 -1.509 0.446
H -0.980 -2.751 0.118
H 2.772 -0.138 0.152
H 2.135 -1.301 1.211
H -0.395 2.539 0.469
H 0.920 1.703 -0.159
*
```

## Properties
- Energy: -339.61306 Ha
- Maximum force: 0.076 hartree/bohr
- Gap between HOMO and LUMO: 9.4 eV
- SMILES string: C=C(ON)ON


Entry 5:
Here is a cluster of 2 separate species, C2H6N2O2 in total from the Open Molecules 2025 dataset. Energies are from ωB97M-V with the def2-TZVPD basis set.

Structure (ORCA input):
```
! wB97M-V def2-TZVPD RIJCOSX def2/J DEFGRID3
* xyz 0 1
C -2.067 0.191 0.047
C 2.469 -0.423 -0.044
N -0.673 -0.268 0.004
N 0.234 0.605 -0.014
O -0.428 -1.491 -0.020
O 0.110 1.831 0.013
H -2.077 1.236 0.355
H -2.609 -0.435 0.754
H -2.508 0.085 -0.945
H 2.859 0.326 0.612
H 2.587 -0.304 -1.101
H 2.103 -1.353 0.339
*
```

## Properties
- Energy: -339.53524 Ha
- Maximum force: 0.045 hartree/bohr
- Gap between HOMO and LUMO (alpha / beta): 7.9 / 6.7 eV


Entry 6:
Here is a cluster of 2 separate species, C2H6N2O2 in total from the Open Molecules 2025 dataset. Energies are from ωB97M-V with the def2-TZVPD basis set.

Structure (ORCA input):
```
! wB97M-V def2-TZVPD RIJCOSX def2/J DEFGRID3
* xyz 0 1
C 0.149 -1.267 2.466
N -0.889 -0.450 2.102
O 0.704 -1.928 1.613
H 0.554 -1.246 3.479
H -1.369 0.038 2.827
H -1.158 -0.563 1.141
C 0.803 1.242 -2.620
N -0.096 0.586 -1.846
O 0.498 2.245 -3.239
H 1.608 0.599 -3.003
H -0.981 0.993 -1.569
H 0.178 -0.248 -1.350
*
```

## Properties
- Energy: -339.80327 Ha
- Maximum force: 0.061 hartree/bohr
- Gap between HOMO and LUMO: 10.6 eV
- SMILES string: NC=O.NC=O


Entry 7:
Here is a cluster of 2 separate species, C2H6N2O2 in total from the Open Molecules 2025 dataset. Energies are from ωB97M-V with the def2-TZVPD basis set.

Structure (ORCA input):
```
! wB97M-V def2-TZVPD RIJCOSX def2/J DEFGRID3
* xyz 0 1
C -0.551 -1.109 -1.766
N 1.185 0.864 2.044
C 0.198 0.607 1.171
O -1.122 1.155 -0.539
O -1.144 -0.784 -0.550
N -0.421 1.490 0.459
H 1.649 1.758 2.026
H 1.528 0.128 2.638
H -0.122 -0.431 0.826
H -0.913 -0.480 -2.588
H 0.547 -1.051 -1.741
H -0.834 -2.149 -1.981
*
```

## Properties
- Energy: -339.59321 Ha
- Maximum force: 0.042 hartree/bohr
- Gap between HOMO and LUMO (alpha / beta): 7.9 / 7.8 eV


Entry 8:
Here is the molecule C2H6N2O2S from the Open Molecules 2025 dataset. Energies are from ωB97M-V with the def2-TZVPD basis set.

Structure (ORCA input):
```
! wB97M-V def2-TZVPD RIJCOSX def2/J DEFGRID3
* xyz 0 1
C -1.064 -0.384 -0.654
C -0.026 -0.178 0.448
N 2.236 -0.726 0.001
N 1.250 0.124 -0.127
O 4.823 -0.737 -0.308
O 3.546 1.378 -0.156
S 3.709 0.002 0.224
H -0.716 -1.194 -1.198
H -2.050 -0.602 -0.010
H -1.229 0.372 -1.360
H -0.270 0.720 0.960
H 0.114 -1.181 0.971
H 1.685 1.063 -0.518
*
```

## Properties
- Energy: -737.85304 Ha
- Maximum force: 0.091 hartree/bohr
- Gap between HOMO and LUMO (alpha / beta): 7.7 / 8.0 eV
- SMILES string: CCNN=S(=O)=O


Entry 9:
Here is a cluster of 2 separate species, C2H6N2O3 in total from the Open Molecules 2025 dataset. Energies are from ωB97M-V with the def2-TZVPD basis set.

Structure (ORCA input):
```
! wB97M-V def2-TZVPD RIJCOSX def2/J DEFGRID3
* xyz 0 1
C -1.771 -0.772 0.245
C -0.781 0.156 -0.428
N -0.321 1.223 0.068
N 2.320 -0.206 -0.067
O 2.184 1.201 -0.035
O 3.423 -0.551 0.306
O 1.360 -0.749 -0.560
H -1.925 -0.524 1.257
H -1.414 -1.748 0.276
H -2.692 -0.839 -0.336
H -0.831 -0.052 -1.521
H -0.717 1.404 0.942
H 1.163 1.456 -0.146
*
```

## Properties
- Energy: -414.86140 Ha
- Maximum force: 0.073 hartree/bohr
- Gap between HOMO and LUMO: 11.2 eV
- SMILES string: O=[N+]([O-])O.[H]/N=C\C


Entry 10:
Here is the molecule C2H6N2O3S from the Open Molecules 2025 dataset. Energies are from ωB97M-V with the def2-TZVPD basis set.

Structure (ORCA input):
```
! wB97M-V def2-TZVPD RIJCOSX def2/J DEFGRID3
* xyz 0 1
C -0.443 2.035 0.327
C 1.697 -0.851 -0.545
N -1.287 1.191 0.761
N -0.130 -1.535 0.731
O -1.298 -0.004 -1.489
O -2.920 -0.690 0.207
O 0.999 -0.825 0.712
S -1.580 -0.253 -0.170
H -0.044 2.854 0.862
H 0.050 1.731 -0.597
H 2.104 -1.844 -0.663
H 2.485 -0.112 -0.443
H 0.923 -0.476 -1.326
H -0.556 -1.221 1.634
*
```

## Properties
- Energy: -813.04771 Ha
- Maximum force: 0.130 hartree/bohr
- Gap between HOMO and LUMO: 9.1 eV
- SMILES string: C=NS(=O)(=O)NOC


Entry 11:
Here is the molecule C2H6N2OS from the Open Molecules 2025 dataset. Energies are from ωB97M-V with the def2-TZVPD basis set.

Structure (ORCA input):
```
! wB97M-V def2-TZVPD RIJCOSX def2/J DEFGRID3
* xyz 0 1
C -2.245 -0.098 -0.037
C 0.327 0.692 -0.124
H -2.572 0.272 1.101
H -2.659 -1.116 -0.189
H -2.536 0.842 -0.760
H 2.300 1.400 -0.380
H 1.842 -0.946 1.097
H 2.580 -1.638 -0.627
N 1.691 0.670 -0.301
N 2.385 -0.708 0.202
O -0.466 1.559 0.142
S -0.648 -0.928 -0.123
*
```

## Properties
- Energy: -662.60076 Ha
- Maximum force: 0.141 hartree/bohr
- Gap between HOMO and LUMO: 9.4 eV
- SMILES string: CSC(=O)NN


Entry 12:
Here is the molecule C2H6N2OS from the Open Molecules 2025 dataset. Energies are from ωB97M-V with the def2-TZVPD basis set.

Structure (ORCA input):
```
! wB97M-V def2-TZVPD RIJCOSX def2/J DEFGRID3
* xyz 0 1
C 2.676 0.457 0.155
C -0.393 0.293 -0.024
H 3.186 0.946 -0.788
H 1.985 1.146 0.830
H 3.406 -0.183 0.860
H 0.250 2.270 0.109
H -1.192 -1.168 0.993
H -2.696 0.789 0.379
N -0.605 1.477 -0.146
N -1.499 -0.676 0.050
O -2.851 -0.138 -0.013
S 1.181 -0.800 -0.149
*
```

## Properties
- Energy: -662.59108 Ha
- Maximum force: 0.138 hartree/bohr
- Gap between HOMO and LUMO: 9.9 eV
- SMILES string: [H]/N=C(/NO)SC


Q: Which value of energy does entry 3 give?
A: -339.64242 Ha


Repeat the tenth record exactly.
Here is the molecule C2H6N2O3S from the Open Molecules 2025 dataset. Energies are from ωB97M-V with the def2-TZVPD basis set.

Structure (ORCA input):
```
! wB97M-V def2-TZVPD RIJCOSX def2/J DEFGRID3
* xyz 0 1
C -0.443 2.035 0.327
C 1.697 -0.851 -0.545
N -1.287 1.191 0.761
N -0.130 -1.535 0.731
O -1.298 -0.004 -1.489
O -2.920 -0.690 0.207
O 0.999 -0.825 0.712
S -1.580 -0.253 -0.170
H -0.044 2.854 0.862
H 0.050 1.731 -0.597
H 2.104 -1.844 -0.663
H 2.485 -0.112 -0.443
H 0.923 -0.476 -1.326
H -0.556 -1.221 1.634
*
```

## Properties
- Energy: -813.04771 Ha
- Maximum force: 0.130 hartree/bohr
- Gap between HOMO and LUMO: 9.1 eV
- SMILES string: C=NS(=O)(=O)NOC


Q: What is the formula in the eleventh record?
A: C2H6N2OS